DFT (ωB97M-V/def2-TZVPD) results for C33H45AuN4O3 as an isolated structure.

Properties
* LUMO level: 0.17421 Ha
* charge: -2
* energy: -50747.250 eV
* HOMO level: -0.10 eV
* Kohn-Sham gap: 0.1780 hartree

Structure (XYZ):
```
86
Properties=species:S:1:pos:R:3:forces:R:3:mulliken_charge:R:1
Au -0.51521 -0.50391 0.51332 0.093 0.065 0.346 -0.3145
C 4.60406 -0.39154 -0.71505 -0.274 -0.016 -0.001 -1.8452
C 3.37393 -0.58952 0.17395 0.052 -0.158 -0.013 1.3629
C 3.51105 -1.86614 1.00423 -0.113 0.136 -0.106 -1.5603
C 3.13750 0.61702 1.05539 -0.340 0.001 -0.256 1.0081
C 4.06769 0.89800 2.03763 0.306 0.128 0.191 -0.2925
C 3.88665 1.91796 2.95241 0.150 -0.022 0.083 -1.5764
C 2.73674 2.68080 2.85552 0.158 0.067 0.100 -0.7756
C 1.79826 2.46261 1.86719 -0.096 0.127 0.016 1.0193
C 0.66407 3.45391 1.76751 -0.167 -0.009 -0.217 0.2991
C 0.76350 4.23587 0.45474 0.051 0.041 0.183 -1.6224
C -0.70792 2.80803 1.89635 0.046 0.134 0.078 -0.1529
C 1.95107 1.39638 0.93843 0.682 -0.029 0.527 -0.5078
N 0.96315 1.15097 0.02747 -0.697 -0.354 -0.281 0.8514
C 1.29078 0.84039 -1.27241 0.204 0.617 -0.344 -1.1483
C 0.54679 0.09692 -2.11877 0.540 -0.049 -0.396 -0.3463
N -0.53248 -0.67131 -1.72617 -0.085 0.277 0.673 0.5467
C -1.33517 -1.28558 -2.60527 -0.257 -0.313 -0.319 -0.7728
C -2.07833 -2.45953 -2.21253 -0.076 0.025 0.153 0.1942
C -2.70551 -3.23484 -3.16128 -0.054 -0.027 -0.240 -0.0807
C -2.70462 -2.91032 -4.51175 -0.128 -0.118 -0.224 -1.8234
C -2.14649 -1.69915 -4.88008 -0.082 -0.271 -0.176 -0.0444
C -1.52269 -0.86488 -3.97394 0.190 0.174 0.334 1.1463
C -1.16354 0.53151 -4.45844 -0.009 0.116 -0.052 0.5357
C -0.11654 0.51002 -5.57999 -0.003 0.075 0.270 -1.6801
C -2.42031 1.26301 -4.94574 0.176 -0.043 0.126 -1.5426
C -2.16477 -2.93201 -0.77611 -0.005 -0.061 0.027 3.2217
C -3.60205 -3.22705 -0.32352 0.201 0.160 -0.060 -1.7765
C -1.29228 -4.16534 -0.53164 -0.001 0.271 0.062 -1.7897
H 4.73410 -1.24454 -1.37985 0.072 -0.118 -0.096 0.4418
H 5.50397 -0.27951 -0.11239 0.154 0.000 0.084 0.3166
H 4.49247 0.50494 -1.32112 0.017 0.099 -0.102 0.4052
H 2.50436 -0.71489 -0.47458 0.183 -0.066 0.119 -0.3881
H 4.36744 -1.81213 1.67511 0.143 -0.042 0.080 0.2965
H 3.64018 -2.72511 0.34428 0.006 -0.123 -0.001 0.4308
H 2.61887 -2.02157 1.60621 -0.112 -0.111 0.089 0.2999
H 4.96332 0.29003 2.10642 0.032 -0.079 -0.011 0.2429
H 4.61896 2.11225 3.72750 0.010 -0.028 0.023 0.3261
H 2.57237 3.48416 3.56634 -0.038 0.059 -0.009 0.2546
H 0.78598 4.16482 2.59826 0.013 -0.092 -0.074 0.5352
H 0.66534 3.54758 -0.37984 -0.017 -0.058 -0.119 0.2304
H 1.72989 4.73788 0.38724 0.033 0.090 -0.061 0.3278
H -0.03275 4.97811 0.39585 -0.082 0.137 -0.046 0.4740
H -0.90308 2.20578 1.01626 -0.066 -0.019 -0.005 -0.6181
H -1.48303 3.56530 2.00047 -0.168 0.134 -0.002 0.5713
H -0.73316 2.16347 2.76664 -0.119 -0.110 0.124 -0.1665
H 2.19625 1.31054 -1.66790 0.003 -0.126 -0.101 0.0945
H 0.94421 -0.05028 -3.11960 -0.031 0.047 -0.016 0.2002
H -3.20503 -4.14556 -2.84920 -0.016 -0.032 0.091 0.2490
H -3.16269 -3.56254 -5.24759 -0.026 0.028 0.026 0.3228
H -2.22601 -1.38992 -5.91904 0.019 0.060 0.003 0.2294
H -0.76131 1.10325 -3.61804 -0.072 -0.089 -0.174 0.3900
H -0.50081 -0.01144 -6.45648 -0.056 -0.034 -0.101 0.3309
H 0.78115 -0.01263 -5.25419 0.085 -0.010 -0.008 0.4055
H 0.16324 1.52391 -5.87543 0.002 0.047 -0.049 0.3836
H -2.84176 0.76799 -5.81809 -0.102 -0.026 -0.140 0.3069
H -2.19139 2.29640 -5.21035 0.019 0.110 -0.044 0.4590
H -3.17612 1.26507 -4.16465 -0.130 0.030 0.092 0.2777
H -1.77655 -2.13131 -0.13044 -0.219 -0.315 -0.155 -1.5237
H -3.94674 -4.19401 -0.69368 -0.063 -0.078 -0.078 0.4108
H -4.29225 -2.46192 -0.67663 -0.081 0.059 0.032 0.3963
H -3.63911 -3.25223 0.76488 -0.028 -0.037 0.107 0.3886
H -1.69154 -5.03512 -1.05773 -0.045 -0.054 -0.093 0.3824
H -1.25289 -4.38601 0.53322 0.058 -0.066 0.144 0.4160
H -0.28076 -3.98529 -0.88418 0.187 0.005 -0.003 0.3711
O -1.99491 0.27193 3.99332 0.060 -0.086 -0.094 -0.7585
C -0.74132 0.33091 4.48389 0.020 -0.102 0.035 0.0730
C -0.39811 1.32534 5.39891 -0.199 0.066 -0.124 -0.2337
C 0.89258 1.40115 5.88279 -0.001 0.070 0.180 -0.4165
C 1.85125 0.48152 5.49451 0.246 -0.022 0.149 -0.6346
C 1.50849 -0.52061 4.60919 0.000 -0.030 0.105 -0.5517
C 0.22548 -0.60891 4.09997 -0.095 -0.078 -0.209 0.7353
C -0.11885 -1.73251 3.14755 0.400 -0.231 0.390 0.5163
O 0.54760 -2.75888 3.17270 0.063 -0.001 -0.118 -0.7639
O -1.15392 -1.52604 2.40183 -0.551 0.036 -0.262 -0.8936
H -1.92811 -0.42841 3.26715 -0.090 0.207 0.109 0.4914
H -1.14697 2.05070 5.68836 -0.065 0.012 -0.005 0.3678
H 1.15353 2.19095 6.57598 0.011 0.068 0.039 0.3642
H 2.85968 0.54393 5.88012 0.061 0.054 -0.024 0.3807
H 2.22798 -1.26624 4.30550 0.046 -0.058 -0.098 0.3373
N -4.12718 0.60711 -0.92941 0.075 0.052 -0.122 -0.6884
N -3.39028 1.48216 -0.05695 0.128 -0.073 0.077 -0.5464
H -3.58233 -0.22237 -1.17394 0.039 0.205 0.010 0.2967
H -4.27589 1.12835 -1.79010 0.031 -0.194 0.160 0.3105
H -2.38921 1.45805 -0.27190 -0.261 -0.118 0.046 0.2378
H -3.49191 1.12410 0.89138 0.058 0.079 -0.253 0.3720
```
Positions in Å, forces in eV/Å.



DFT (ωB97M-V/def2-TZVPD) results for C33H45BBeBr2ClF7IKN2O9RbS as an isolated structure in a non-equilibrium geometry.

Properties
* LUMO level: -0.34183 Ha
* charge: +1
* energy: -264967.115 eV
* HOMO level: -10.21 eV
* Kohn-Sham gap: 0.0332 hartree

Structure (XYZ):
```
105
Properties=species:S:1:pos:R:3:forces:R:3:mulliken_charge:R:1
C 0.54735 -1.94148 4.85747 -0.500 -0.499 -0.384 -0.6485
C -0.17681 -3.27685 4.49941 1.331 0.683 -0.904 -0.6537
C -0.11249 -3.44679 2.96451 -0.796 -0.351 0.612 -1.0248
C -1.23863 -2.65582 2.23463 0.720 -0.758 0.183 1.0137
C -2.24243 -3.62332 1.56208 -0.033 0.694 0.408 -0.9311
C -0.74289 -1.58192 1.30282 -0.526 -0.188 0.504 -0.3316
C -1.55534 -0.62578 0.86001 -0.222 0.552 0.104 -0.7034
C -1.10859 0.47872 0.00009 0.272 -0.197 0.012 -0.6757
O -1.79918 0.94053 -0.87676 -0.200 0.284 -0.274 -0.6107
C 0.29246 0.98010 0.27441 0.753 -1.758 0.623 0.9485
C 0.67657 2.30504 0.13453 0.439 0.601 -0.267 0.6746
C -0.31131 3.35140 -0.35060 0.311 0.425 -0.073 -1.9482
C -0.15159 3.83702 -1.81733 0.074 -0.585 0.207 -0.1540
C 0.07325 2.73959 -2.87188 -0.716 0.445 0.160 -1.3290
I 2.04635 2.89042 -3.72393 -3.613 -3.542 -0.768 0.0041
C 2.00431 2.68784 0.49246 -0.636 0.203 -0.817 1.0619
C 2.36428 4.15582 0.44111 -0.043 0.744 0.302 -0.9188
C 3.11134 4.86261 -0.52555 -0.352 -0.518 0.767 -0.6422
C 3.35504 6.23779 -0.32945 0.651 -0.136 -1.118 -0.1738
N 2.91921 6.98754 0.67624 -0.170 -1.137 -0.309 -0.5756
C 2.18788 6.29396 1.54692 -0.296 0.874 0.847 -0.4854
C 1.90613 4.94617 1.49892 0.092 -0.689 -0.336 -0.4656
C 2.92905 1.76398 0.97090 -0.183 -1.641 -0.056 0.9549
C 4.29507 2.23802 1.41116 -1.025 -0.031 0.635 -1.4623
C 4.42628 2.16831 2.93326 -0.352 -0.141 -0.474 0.3905
O 5.46449 2.09155 3.45889 1.468 -0.037 0.702 -0.4425
Cl 2.95692 2.19454 3.91116 -0.269 0.114 -0.220 -0.1249
C 2.58300 0.36406 1.10031 -1.873 -0.260 1.060 -0.5693
C 3.61355 -0.71647 1.64791 -0.628 -0.191 -0.885 -1.3905
N 4.34402 -1.52688 0.63053 -0.174 1.714 -0.429 -0.2962
C 5.27287 -0.71914 -0.19766 -0.472 -0.969 -0.039 -0.8009
C 1.18445 -0.04388 0.72831 1.842 1.691 1.868 1.3394
C 0.65455 -1.51122 0.83556 0.198 1.660 0.072 -0.2517
O 1.33621 -2.44661 0.52401 0.645 -0.202 -0.472 -0.5578
H 1.49642 -2.13050 5.35822 -0.236 0.061 0.370 0.2225
H -0.11846 -1.31299 5.44201 0.330 0.215 0.250 0.3181
H 0.80303 -1.42030 3.92112 -0.138 0.296 0.024 -0.0984
H -1.19385 -3.29895 4.87208 -0.005 -0.191 0.198 0.2800
H 0.42019 -4.07982 4.91982 -0.431 -0.175 0.403 0.3271
H 0.89341 -3.15896 2.67982 0.040 -0.104 -0.243 0.2061
H -0.25029 -4.50197 2.72789 0.175 -0.052 -0.159 0.8062
H -1.79311 -2.13749 3.01977 -0.037 0.192 -0.058 0.4339
H -1.87852 -4.00407 0.61060 -0.013 -0.059 -0.055 0.4262
H -2.42991 -4.42535 2.27227 0.131 -0.003 -0.275 -0.3341
H -3.19652 -3.10263 1.45763 -0.036 -0.057 -0.447 0.4006
H -2.59853 -0.59402 1.14908 -0.117 -0.177 -0.180 0.5542
H -1.33311 3.03650 -0.18492 0.006 -0.198 -0.013 0.7938
H -0.15608 4.23457 0.26778 -0.144 0.050 0.025 0.5087
H -1.06507 4.34682 -2.11240 -0.103 0.076 0.170 0.3717
H 0.63069 4.58855 -1.87040 0.054 0.041 -0.050 0.6305
H -0.11032 1.73193 -2.51172 0.324 -0.082 0.091 0.6437
H -0.60394 2.89317 -3.70571 0.251 -0.029 -0.283 0.4301
H 3.49989 4.35130 -1.41617 -1.439 0.109 4.215 0.9791
H 3.97189 6.78566 -1.06765 -0.305 -0.292 0.318 0.1745
H 1.77966 6.86204 2.37592 0.079 0.060 0.011 0.4638
H 1.32319 4.49889 2.29236 -0.019 0.010 0.054 0.4894
H 4.45066 3.28917 1.17816 -0.014 0.031 -0.125 0.5032
H 5.10490 1.67106 0.96872 0.157 -0.063 0.230 0.2774
H 3.05796 -1.40736 2.27746 -0.106 -0.021 0.001 0.2798
H 4.37916 -0.28838 2.29003 -0.085 0.331 -0.035 0.5553
H 3.71817 -1.99814 -0.00983 -0.326 -0.425 0.544 0.3075
H 6.25532 -0.69125 0.26535 0.004 0.483 0.129 0.3033
H 4.89970 0.29501 -0.46647 0.447 -0.246 0.269 0.0679
H 5.40416 -1.27123 -1.13036 0.158 0.073 -0.093 0.3603
Rb 4.05803 4.57637 -3.11201 5.117 3.681 -3.340 0.8786
C -0.85857 5.83345 -4.50255 -0.687 0.569 0.786 -0.5639
O 0.32049 5.23113 -4.56515 -0.124 0.072 -0.139 -0.3548
H -1.71214 5.25349 -4.95676 0.231 -0.094 -0.376 0.2707
H -1.22825 6.10350 -3.49567 0.288 -0.195 0.103 0.2254
H -0.93144 6.78719 -5.08249 0.171 -0.270 -0.448 0.3354
C -1.49056 1.03477 -6.50872 -0.026 -0.005 0.078 -0.9168
C -2.15016 2.08881 -7.37193 0.209 0.117 0.135 -0.0263
O -2.15176 3.35631 -6.69763 -0.050 -0.001 0.101 -0.5254
H -2.01517 0.93950 -5.55565 -0.100 -0.026 -0.059 0.1569
H -1.47994 0.06181 -6.99889 -0.005 0.010 -0.013 0.3947
H -0.46382 1.33760 -6.29118 0.204 -0.070 -0.024 0.3539
H -3.18121 1.82220 -7.57953 -0.088 0.157 0.070 0.0072
H -1.62377 2.19655 -8.32498 -0.047 -0.088 -0.032 0.2615
H -1.23265 3.59143 -6.53103 0.035 0.019 -0.130 0.2658
C -6.83646 -1.11866 -7.11673 -0.775 -0.086 -2.803 0.5781
F -6.72677 -2.37378 -7.53326 0.277 -0.172 0.719 -0.2184
F -8.06786 -0.74861 -7.35472 0.045 0.144 0.647 -0.1547
F -6.71791 -1.18697 -5.66338 0.025 -1.501 2.304 -0.1167
S -5.56144 0.01576 -7.83479 1.640 1.589 -0.566 1.2013
O -5.83749 -0.06087 -9.23612 -0.562 -0.601 0.044 -0.6104
O -4.32049 -0.59455 -7.41764 -0.321 -0.486 0.487 -0.6206
O -5.86108 1.28017 -7.21904 -0.353 -0.366 0.489 -0.6108
K 2.58292 0.07879 -1.31137 0.573 -0.428 -3.317 1.0722
B -0.34690 -4.59903 8.02710 0.148 -0.102 0.204 0.5342
F -0.53554 -4.01472 9.28568 -0.017 0.072 -0.024 -0.3770
F -0.06034 -5.96481 8.16733 0.009 -0.025 -0.077 -0.4036
F -1.51842 -4.44205 7.25117 -0.295 0.064 -0.298 -0.4036
F 0.71859 -3.95714 7.35400 0.041 0.053 -0.104 -0.3690
O 3.51142 -2.76307 6.81284 0.156 0.225 -0.249 -0.5386
H 4.00762 -3.39839 6.28718 -0.068 -0.145 0.103 0.2804
H 4.11845 -2.02491 6.92787 0.005 -0.015 0.103 0.2703
Br -1.83776 -9.24756 3.77473 -0.023 0.027 0.045 -0.1273
C -3.51090 -8.32694 3.42042 0.152 -0.215 -0.155 -0.6515
C -3.27327 -6.93467 2.89928 -0.170 0.323 0.179 -0.6185
Br -2.74516 -5.71819 4.32259 0.031 -0.337 0.365 -0.0222
H -4.08025 -8.33683 4.34379 0.004 0.067 0.016 0.3926
H -4.01977 -8.93210 2.67314 -0.025 0.037 -0.017 0.3747
H -4.19355 -6.51919 2.49107 -0.033 -0.088 -0.021 0.3546
H -2.49428 -6.89830 2.14309 0.008 -0.103 -0.012 0.3880
Be -6.71842 -2.58759 -4.59499 0.079 1.489 -1.298 0.7311
```
Positions in Å, forces in eV/Å.